(1)
17
Properties=species:S:1:pos:R:3 method="wB97M-V/def2-TZVPD" e_lumo_ev=0.7 smiles="CO/C=C(/C)SC" homo_lumo_gap_ev=9.036
H 1.37 -1.05 -1.15
C 1.24 1.11 0.01
O 2.33 0.24 0.24
C -0.06 0.90 -0.02
H -2.25 -2.31 -0.10
H 1.74 -1.72 0.56
H -1.33 -1.89 1.45
C -1.19 1.91 -0.16
H -1.92 1.67 -1.18
S -0.50 -0.81 -0.62
C 2.22 -1.24 -0.23
H -1.68 1.78 0.79
H -2.62 -0.70 0.49
H -0.65 2.90 -0.30
H 3.36 -1.47 -0.34
H 1.67 2.12 0.05
C -1.72 -1.44 0.52

---

(2)
99
Properties=species:S:1:pos:R:3 method="wB97M-V/def2-TZVPD" e_lumo_ev="-2.1 / -5.2" spin_multiplicity=5 homo_lumo_gap_ev="7.475 / 4.790" total_charge=+1 s_squared=6.0367
H -3.57 -2.98 -1.14
H -3.81 0.95 1.50
C 2.11 4.52 0.23
H 2.07 4.34 -4.00
H -0.94 -4.50 1.03
C 0.07 -3.83 -0.76
H -2.06 2.12 1.78
H -0.96 1.78 -2.02
H 3.35 2.73 -1.72
C 0.06 -4.20 0.69
H -1.17 2.14 -5.30
H 0.27 3.97 3.99
H 0.08 4.51 -0.63
C -2.48 -1.82 1.77
H -2.73 -4.26 -0.23
N -1.20 -1.82 -0.24
H -4.31 -0.23 0.26
H 2.19 2.96 5.21
C -3.21 -3.27 -0.15
C -1.06 5.26 -5.20
H 0.89 1.64 -6.60
C -2.27 -2.24 0.45
O 1.32 3.08 -1.54
H -5.20 1.30 0.45
H 0.09 1.37 -4.29
H 0.39 -3.35 1.30
C -0.56 -2.63 -1.20
C -1.90 -1.02 4.03
H -3.28 -2.34 2.30
C 1.86 0.98 4.40
H -2.69 -1.75 4.22
H 3.81 4.05 -3.75
Si -3.19 1.72 -0.84
H 2.29 -1.39 2.71
C 0.73 -4.25 -3.05
H 1.87 2.65 -5.52
H 0.04 -2.85 -4.54
H -1.11 3.63 1.74
H 0.75 -5.02 0.89
H -1.22 -0.27 -2.22
H -4.08 -3.37 0.51
N -0.83 -0.07 2.04
H -0.08 5.75 -5.16
C 1.14 4.48 -0.92
H 1.97 5.43 0.81
H -1.29 4.84 -3.09
H -1.00 -0.67 -3.93
H 1.78 -1.68 4.39
H -2.44 -1.25 -3.05
C 0.00 0.76 2.85
C -0.17 2.27 -4.87
H -2.13 3.26 3.13
C -1.70 -0.96 2.54
C 2.85 4.19 -3.24
H 0.61 3.39 -6.55
C 1.57 2.34 4.57
C -3.92 1.15 -2.46
H -4.87 1.69 -2.59
H -1.17 4.75 -6.17
C 0.06 -3.11 -3.48
C -0.59 -2.28 -2.56
C 0.50 2.90 3.87
H 2.36 2.06 -3.05
O -0.18 3.36 -3.92
H -1.83 6.03 -5.13
C -3.60 3.54 -0.61
H 1.25 -4.89 -3.77
Rh -1.00 0.23 -0.01
H 3.15 4.53 -0.12
H 1.96 3.68 0.91
H 0.61 -1.87 3.06
H 2.94 5.09 -2.62
C -1.26 4.30 -4.05
C 0.74 -4.61 -1.69
H 1.27 -5.50 -1.35
H -2.22 -0.04 4.43
H -0.99 -1.36 4.56
H -3.08 3.97 0.26
C -1.30 1.83 -0.98
H 2.70 0.54 4.95
C 1.45 -1.26 3.42
H -3.33 4.11 -1.50
H 1.35 5.20 -1.72
H -4.14 0.08 -2.47
C 0.87 2.51 -5.94
C -0.30 2.13 3.03
H 0.47 2.74 -1.93
N 4.07 -4.86 2.29
C -4.20 0.84 0.48
C 3.64 -3.96 1.63
C -1.35 -1.07 -2.98
C 1.09 0.18 3.56
H -2.21 3.76 -4.16
H -4.68 3.63 -0.44
S 3.07 -2.73 0.74
C 2.56 2.95 -2.44
H -3.28 1.39 -3.32
H -0.90 2.67 -0.39
C -1.46 2.81 2.38

---

(3)
171
Properties=species:S:1:pos:R:3 method="wB97M-V/def2-TZVPD" e_lumo_ev=-4.4 homo_lumo_gap_ev=6.602 total_charge=+1
H -2.87 1.94 3.43
H 2.08 -0.86 0.46
H 4.42 0.12 -0.69
H 0.00 -3.73 -3.16
C 2.24 2.57 3.56
H 9.80 -3.18 6.55
C -9.97 5.25 2.78
H -5.31 4.51 -1.35
H 4.55 1.28 -3.72
C -0.86 0.48 4.82
H 6.64 -0.20 3.68
H -2.27 -1.00 5.52
H -1.83 3.38 -5.46
H -2.03 -8.83 -4.02
C 2.00 -3.71 -3.99
H -0.61 -4.35 0.59
S 3.73 -2.61 5.01
C 3.75 0.54 -3.89
C -5.10 5.56 -1.09
H 7.35 -1.89 7.87
H 2.44 -8.76 -5.97
H -0.03 0.94 0.71
H 0.21 -1.52 4.08
H -6.44 2.02 3.21
H 2.41 -6.99 -6.00
H 11.46 1.45 5.94
O 0.41 -5.56 -4.03
O 9.16 -0.87 7.87
H -5.29 -2.80 4.05
C -2.00 -8.39 -3.02
H 2.41 1.98 -0.24
H 1.02 -7.87 -5.41
H 0.07 -3.77 -4.92
P 8.98 0.44 6.87
H 3.81 -7.80 -4.15
H -0.41 -9.68 -2.43
H 2.36 -0.65 -2.61
O 0.87 2.59 -8.90
H -5.51 1.37 4.58
C -6.19 -1.16 4.24
C 0.55 -4.14 -4.01
N 2.23 -0.44 4.17
C -0.84 -3.21 2.43
O 8.76 1.82 6.31
C -5.63 5.89 0.29
H 2.90 2.76 -8.46
H 4.12 -0.11 -4.71
O -9.35 4.77 0.49
O 2.36 -6.69 -3.27
C -0.65 -8.62 -2.38
H -1.20 1.90 -9.95
H 2.07 0.28 -8.35
O 1.50 2.24 -6.66
C -3.29 0.92 3.38
C 11.46 0.36 5.98
H 2.85 1.10 -4.20
C 1.83 0.57 1.94
H 12.04 -1.22 7.33
N 2.51 0.02 0.74
H 5.99 1.45 3.82
H 13.15 0.16 7.30
H -0.33 4.33 -9.90
O -7.06 5.84 0.35
H -10.20 7.04 -2.24
H -2.80 -8.83 -2.42
H -5.57 6.18 -1.85
H -7.17 -1.20 6.01
H 2.08 -2.62 -4.08
Cl -0.93 -3.73 4.11
C -5.84 1.13 3.55
H -10.43 4.82 3.67
C 8.42 -2.09 7.78
N 1.63 -0.62 2.84
H 5.62 0.00 5.87
H -2.33 -3.89 0.96
H -1.07 -0.24 6.75
H -4.02 5.70 -1.13
N -6.22 -1.33 5.67
H -4.65 1.72 1.86
C -9.17 5.17 -2.03
H 0.80 2.36 1.35
C 2.73 -7.85 -4.05
H 3.77 1.10 2.90
H 4.15 1.59 -1.62
H 4.15 -1.10 -2.56
H 2.52 -8.76 -3.49
H 2.09 -1.46 2.47
H -5.21 5.21 1.05
H 1.93 0.35 -10.09
H 2.56 -4.18 -4.79
C 2.86 1.60 2.51
O -0.75 1.55 -7.25
C 3.69 0.63 -1.35
O -0.33 -6.08 -1.77
O -0.89 3.82 -7.96
C 2.11 -7.87 -5.43
C -10.08 4.29 1.61
N -6.78 -0.02 3.62
C 6.55 0.55 5.70
C -9.31 6.65 -1.76
O 7.61 -0.23 6.24
H -9.77 3.28 1.88
H -2.22 -7.32 -3.15
H -1.90 0.37 -6.06
H -10.07 4.62 -1.74
O -0.44 1.43 2.66
C 0.50 1.32 1.60
C 2.40 0.90 -0.45
H -4.81 -0.11 2.09
H -2.77 2.51 -9.47
H 12.03 0.00 5.12
P 0.85 -6.39 -2.67
H 8.15 -3.83 6.56
H -7.53 0.27 4.26
H 6.45 1.50 6.23
H 7.72 1.14 3.97
H 8.69 -2.66 8.67
O -7.50 3.78 1.56
H -10.46 6.19 2.55
H -2.07 2.98 -11.03
H -2.31 -0.11 1.74
C -0.80 0.19 3.28
H 2.47 2.71 -10.16
C 3.40 -0.28 -2.60
C 12.10 -0.13 7.26
O 2.01 3.71 3.26
H -8.93 5.49 3.01
C -2.27 -0.14 2.85
C -0.34 -2.03 2.08
C -2.35 2.42 -5.62
C -4.64 0.87 2.57
H 11.60 0.28 8.14
O 0.37 -7.91 -3.08
C -1.37 -4.21 1.38
C 2.24 2.28 -9.18
C 6.73 0.75 4.21
C 0.20 -1.01 3.10
H -2.89 2.18 -4.70
C -1.43 -0.31 5.71
C -1.21 3.99 -9.35
H 3.52 0.55 -9.34
P 0.31 2.82 -7.37
H -9.06 5.02 -3.10
H -11.13 4.22 1.30
H -8.44 7.19 -2.14
H -0.40 1.42 5.17
H 2.48 -4.00 -3.05
O 10.12 -0.12 5.83
H 1.54 0.65 -1.11
H -1.45 -5.20 1.87
Cl -0.40 -1.69 0.33
N -5.67 -2.04 3.48
O -8.01 4.58 -1.43
H -2.60 -1.11 3.28
H 3.23 2.26 1.71
H -0.66 -8.36 -1.32
P -7.78 4.36 0.20
C -1.84 2.78 -9.98
H -5.34 6.91 0.56
H -3.57 0.62 4.41
C 2.96 -1.40 4.42
C 8.75 -2.91 6.56
C 2.46 0.78 -9.24
H -3.07 2.58 -6.42
H 8.54 -2.39 5.63
H 1.98 2.23 4.59
H -9.38 6.88 -0.70
H -6.01 -2.30 5.90
H -1.92 4.82 -9.38
H -0.60 1.22 -5.21
C -1.37 1.32 -5.98